[1]
Below is a molecular structure, C46H60AsBrHgN8O7S2Si3, with properties calculated with the ωB97M-V functional and the def2-TZVPD basis.

Last column: Mulliken charge in e.
CARTESIAN COORDINATES (ANGSTROEM)
H 0.65 2.27 -0.01  -0.291
H -3.81 -1.89 1.06  -0.365
H -4.40 -4.28 -3.68  0.449
C -4.31 -3.51 -2.91  -0.755
H -4.56 -3.04 -0.03  0.238
C 5.09 -0.46 -1.98  0.034
C 1.17 2.18 2.65  1.036
H 8.35 -0.90 0.00  0.376
H -0.55 -6.68 0.98  0.356
N 1.40 -1.77 1.16  0.285
H -1.92 -2.90 2.49  0.470
C 1.16 2.61 5.04  -0.963
H -6.48 -1.26 -4.03  0.240
H 0.47 -2.00 4.39  0.578
H -5.21 -3.54 -2.29  0.231
C -2.68 -2.00 -4.97  -0.960
C -3.47 1.91 -4.71  -0.929
H -5.52 -2.34 1.29  0.515
H -2.78 2.01 1.83  0.624
H 2.98 -4.60 2.00  0.197
C -0.73 -3.62 -0.50  0.395
O 1.70 2.13 1.43  -0.767
C -0.22 1.90 2.74  0.067
S 3.50 -0.06 -2.59  1.035
O 1.14 -4.20 5.59  -0.760
C 1.79 -4.34 4.55  0.364
H 5.86 5.28 5.90  0.422
C -0.78 -5.63 0.86  -0.346
As -3.47 -0.30 -2.04  0.600
C 6.09 4.64 5.06  -0.766
Si -5.23 -0.69 -0.53  0.274
C -6.92 -1.08 -1.27  -1.154
C -6.01 2.08 -3.04  -1.124
H 4.13 1.74 2.27  0.092
H -6.91 -2.02 -1.83  0.294
H 8.17 5.12 5.02  0.345
H -6.18 3.09 -3.42  0.399
H -5.85 -2.19 -5.40  0.381
C 5.09 -0.16 -0.59  0.200
C -0.89 1.96 3.94  -0.835
H 1.24 5.39 -2.13  0.454
C 7.42 -0.76 -0.55  -0.687
H -0.25 0.99 -4.99  0.491
O 3.56 1.11 -3.44  -0.757
H -3.45 -3.76 -2.28  0.005
H -5.49 -0.47 -5.25  0.257
H 6.34 -0.13 1.19  0.637
H 6.92 2.31 2.00  0.528
H -4.85 0.71 1.48  0.352
C -3.36 3.09 -1.92  -0.559
C -0.18 2.32 5.08  -0.598
C 1.73 -3.47 3.42  0.904
C 0.83 -1.49 2.36  -0.433
C 1.09 4.70 -1.30  -1.520
H -1.49 -5.33 2.88  0.427
C 6.70 2.95 2.85  -0.720
H 6.17 -1.10 -3.71  0.436
H -6.50 0.93 0.87  0.499
C -2.14 1.17 1.54  -0.820
H -2.35 0.87 0.52  -0.381
N -1.29 -2.93 0.55  0.332
Br -1.11 2.42 6.74  -0.280
C 2.37 -3.72 2.17  -1.249
H 0.35 5.13 -0.62  0.258
C -5.45 0.83 0.57  -1.072
H -2.78 -2.96 -5.50  0.442
H 2.66 -3.08 0.15  0.440
O 3.55 0.64 1.06  -1.162
H -2.36 2.78 -1.60  -0.320
N 2.85 0.26 -1.13  -0.231
N 4.23 2.47 2.99  0.553
H -3.25 4.01 -2.50  0.425
H 0.49 3.47 -4.02  0.442
C 5.41 3.05 3.36  0.715
H 0.21 -0.60 2.38  0.465
H 2.02 4.58 -0.76  0.203
C -1.31 -4.89 1.91  -1.099
H -2.32 0.31 2.19  0.425
C 5.09 3.88 4.45  0.154
O -1.54 -1.66 0.45  -0.072
H 2.56 1.41 1.27  0.399
H 8.29 -1.40 -2.43  0.359
C -4.74 -2.13 0.55  -0.561
H 0.64 -0.19 -4.03  0.248
C 0.06 1.56 -2.96  0.198
C -0.50 -4.99 -0.33  -1.190
C 3.27 2.94 3.84  0.349
H -2.70 -1.20 -5.72  0.289
C -5.62 -1.39 -4.69  -1.074
C 6.21 -0.89 -2.65  -0.539
S -0.33 -2.80 -1.97  -0.374
Si -4.06 -1.84 -3.72  0.227
N 0.40 2.34 -1.00  1.653
O 2.80 -1.19 -3.19  -0.708
C 7.68 3.71 3.47  -0.479
C -0.18 0.53 -4.01  -0.766
C 0.39 2.92 -3.10  -1.252
C -1.55 -3.56 1.72  -0.242
H 3.49 -5.30 3.92  0.204
H 2.85 -5.82 5.37  0.271
H 1.70 2.91 5.92  0.577
C 7.39 -1.06 -1.93  -0.710
N 0.05 1.23 -1.67  -0.209
C 0.63 3.38 -1.82  0.732
H -0.04 -5.51 -1.16  0.483
C 3.82 0.27 -0.15  -0.577
H -5.14 1.75 0.09  0.122
H -2.39 2.00 -4.68  0.141
H -1.95 1.73 4.01  0.599
H -7.64 -1.19 -0.45  0.415
H -3.88 2.82 -5.17  0.463
H -1.70 -2.00 -4.49  0.099
C 2.19 -2.88 1.11  -0.899
C 0.96 -2.27 3.47  -1.155
N 2.65 -5.47 4.45  -0.540
H 8.70 3.66 3.11  0.400
H -6.51 1.37 -3.71  0.260
H -3.94 3.33 -1.02  0.443
Si -4.16 1.75 -2.96  0.238
H -7.28 -0.30 -1.94  0.273
H -6.48 2.01 -2.05  0.264
C 6.31 -0.33 0.12  -0.497
H -1.10 -0.01 -3.80  -0.475
C 1.85 2.54 3.82  0.638
Hg 0.81 -0.86 -0.84  2.577
N 3.75 3.79 4.73  -0.851
C 7.38 4.54 4.56  -0.432
O -0.78 1.55 1.56  0.089
H -3.72 1.06 -5.35  0.150

The value obtained for the electronic energy is -9381.8896 Eh. The multiplicity is 1. The HOMO energy (alpha / beta) comes out at -0.0186 / -0.0157 Ha. The charge is -2. The value obtained for the energy above the lowest of the compared OMol25 structures with the same formula, charge and spin is 0.351 eV. The HOMO-LUMO gap (alpha / beta) is 4.16 / 4.09 eV.

=====

[2]
Below is a molecular structure, C46H60BBrGeN5O8SeTi at a distorted geometry, with properties calculated with the ωB97M-V functional and the def2-TZVPD basis.

Last column: Mulliken charge in e.
CARTESIAN COORDINATES (ANGSTROEM)
O -1.15 -2.13 -1.94  0.129
H 2.73 -3.85 1.55  0.469
H -2.82 -1.63 2.23  0.422
C -2.33 -1.70 1.26  -0.990
H -4.61 -1.58 -0.87  0.025
H 3.86 -3.93 0.17  0.424
C 5.09 -1.51 0.62  -1.611
C -3.02 -3.66 -2.00  0.948
C 1.31 3.47 5.00  0.920
C -1.74 1.69 2.79  -0.261
C -2.06 4.36 -0.83  -1.589
C -2.33 -2.37 -2.17  -0.568
N -0.85 2.44 2.16  0.248
C -0.37 -1.76 2.85  -1.649
C 2.90 5.52 2.21  -0.775
H 3.68 6.03 2.76  0.542
C 3.70 -3.51 1.17  -2.033
C 0.12 3.03 2.89  -0.259
C 4.28 2.79 -0.33  -0.418
H 1.53 5.07 -0.84  0.473
C 1.72 -0.52 -3.15  1.272
H -0.96 -5.48 -3.64  0.515
H 3.60 -0.05 -4.08  0.568
C -2.40 -4.91 -2.15  1.126
H 1.77 -1.62 -5.00  0.482
H -2.66 -7.03 -2.07  0.463
C -5.14 -2.28 -1.53  -1.304
H 5.09 -0.42 0.49  0.224
H 7.02 3.65 1.44  0.480
H -0.59 1.80 5.96  0.538
H 0.41 -2.05 -3.94  0.138
H -6.29 -7.09 -1.11  0.358
O -2.45 1.10 -0.52  0.317
C 0.24 2.81 4.26  0.556
H -2.42 -0.76 0.74  -0.382
C -5.08 -4.77 -1.43  -1.033
H 0.56 -2.29 3.07  0.298
C -2.40 3.55 -3.16  -2.021
H 3.91 -0.43 2.63  0.060
H 3.84 -2.07 3.28  0.553
Br 6.55 4.06 -1.46  -0.142
H -1.37 -4.13 1.85  0.517
N 5.35 2.74 2.24  -0.843
H 1.27 0.82 -4.76  0.659
O 1.22 -0.75 -1.78  2.039
H -0.97 -3.82 0.15  0.646
O 1.81 1.61 -0.73  -0.681
N 3.13 4.94 5.07  -0.901
H 2.38 -1.29 2.64  -0.245
H 3.34 6.37 0.29  0.488
C 2.21 4.39 4.33  0.863
H -2.99 4.93 -0.77  0.415
C 0.94 0.64 -3.74  -1.412
O 1.59 0.99 1.36  -1.021
H -4.85 -7.75 -0.34  0.314
C 2.72 5.69 0.86  -0.933
H -4.87 1.86 0.22  0.449
C 6.04 3.26 1.22  -0.506
H -2.33 2.69 -3.83  0.284
C -4.23 2.67 -0.15  -1.941
H 3.60 1.83 2.85  0.724
H -3.36 4.04 -3.30  0.369
C 1.70 4.97 0.23  -0.302
N 0.90 4.13 0.87  0.093
H -5.26 -1.80 -2.50  0.380
H 4.48 -3.87 1.83  0.497
C -4.05 1.40 -2.27  -1.980
H -1.73 4.07 0.17  -0.022
H -0.19 -0.69 2.95  0.314
C 1.47 -1.79 -3.96  -1.568
H -1.61 4.24 -3.43  0.481
C -4.47 -6.02 -1.55  0.773
H -0.40 -4.16 -2.60  -0.314
H 2.05 -2.63 -3.56  0.428
C 3.73 -1.98 1.11  1.476
H -5.10 -8.01 -2.05  0.381
C -3.26 2.11 -1.17  1.808
H -2.46 0.81 4.62  0.521
C -1.70 1.43 4.16  -1.053
C -2.21 3.13 -1.71  1.548
C 3.21 -0.23 -3.08  -1.441
H -0.45 -5.82 -1.98  0.421
C -4.40 -3.60 -1.67  0.222
C 5.53 3.31 -0.07  -0.254
H -0.12 0.40 -3.74  0.207
H -1.11 -2.06 3.59  0.445
N 1.52 3.30 6.27  -0.911
C -5.23 -7.29 -1.25  -1.554
H -6.13 -2.45 -1.11  0.412
H 5.33 -1.97 -0.34  0.351
H -3.70 3.11 0.70  0.368
Ge 1.50 -2.43 -0.75  -0.896
H -3.38 0.93 -2.99  0.258
C -0.70 -3.58 1.18  -2.858
H -4.67 0.63 -1.81  0.377
H -6.13 -4.72 -1.13  0.317
H 5.87 -1.78 1.34  0.394
C -0.69 1.98 4.90  -0.785
H 3.39 0.65 -2.46  0.071
Ti 0.60 0.18 -0.27  -0.604
C -3.14 -6.06 -1.93  -0.849
C 3.45 -1.41 2.50  -0.952
H -4.87 3.43 -0.61  0.386
C 2.27 1.59 0.48  0.766
H -2.97 -1.53 -2.49  0.108
H 1.09 1.54 -3.16  -0.017
H -4.69 2.10 -2.80  0.423
Se 2.91 4.31 6.71  0.254
C 2.06 4.64 2.90  0.607
C 4.15 2.24 2.00  0.165
C 3.58 2.22 0.73  0.934
H 3.74 -1.07 -2.64  0.217
H 0.33 -3.92 1.37  0.343
C -0.85 -2.09 1.44  1.872
O -0.02 -1.33 0.49  0.605
H -2.52 1.27 2.16  0.315
C 1.06 3.97 2.19  -0.228
C -0.96 -5.09 -2.61  -1.232
O 2.75 -1.49 0.17  0.395
O -0.95 2.40 -1.62  -0.326
H -1.29 5.01 -1.26  0.448
B -1.13 1.30 -0.84  1.238
H 3.85 2.82 -1.31  0.435
H -2.85 -2.47 0.68  0.301

The value obtained for the electronic energy is -10591.3366 Eh. The multiplicity is 1. The HOMO energy comes out at -0.3966 Ha. The charge is +1. The HOMO-LUMO gap is 7.82 eV.

=====

[3]
Below is a molecular structure, C46H60BMgN8O4S3, with properties calculated with the ωB97M-V functional and the def2-TZVPD basis.

Last column: Mulliken charge in e.
CARTESIAN COORDINATES (ANGSTROEM)
C -1.77 4.10 -3.66  -1.711
H 4.31 2.19 -3.66  0.280
N 5.08 0.51 2.52  0.323
O 1.87 0.89 3.84  -0.734
C -5.76 -0.12 -1.20  -2.147
N -0.22 -0.80 -1.95  0.763
C -5.55 1.14 -2.03  2.465
C -4.07 1.49 -2.12  0.041
C 5.76 -2.56 5.34  -0.937
C -2.29 2.93 -2.91  0.200
H -2.58 4.66 -4.13  0.428
H 2.58 -0.41 5.63  0.226
H -5.56 0.09 -3.94  0.167
H -7.36 2.07 -1.32  0.476
H 4.00 4.17 -2.38  0.479
H -7.14 0.66 -3.41  0.500
H -3.67 -5.88 1.63  0.469
B -0.99 0.03 -0.88  -0.966
H -5.98 1.80 -4.08  0.365
H -6.20 3.23 -1.96  0.337
C 5.47 4.00 6.18  -0.500
H -1.38 -1.07 4.62  0.410
H -1.07 3.77 -4.43  0.338
H 3.55 -2.01 -2.84  0.255
H 6.66 -3.16 5.25  0.406
S -0.31 0.95 0.72  0.042
C 6.32 3.53 5.20  -0.891
H -5.71 -4.36 1.55  0.468
C -1.63 -0.98 2.50  0.109
C 1.43 -2.15 -3.01  -0.092
H -1.90 -1.60 -7.20  0.466
C 3.48 -1.00 5.55  -0.009
C 0.55 -2.33 -4.03  -0.604
H -4.56 -5.09 -0.52  0.504
H 4.91 -3.76 6.91  0.406
C -1.18 -1.44 -6.40  -1.805
H 4.70 3.43 -0.91  0.282
C -2.81 -2.59 1.09  -0.078
C 4.32 0.60 3.77  2.494
C 5.95 2.45 4.41  -0.317
C 2.71 4.24 -0.66  -0.695
H -4.34 3.24 -3.36  0.432
H 0.77 4.40 1.14  0.304
O 4.61 0.88 0.27  -0.715
N 2.98 0.88 1.83  0.651
H -3.50 -1.52 -3.82  0.264
C -5.05 -3.49 1.63  -1.475
C -6.08 0.91 -3.45  -1.524
H -2.97 -4.44 -0.98  0.388
N -3.23 0.71 -1.50  -0.561
H -5.23 -0.97 -1.63  0.192
H 5.76 4.84 6.80  0.402
N -2.43 -2.01 -0.02  -1.172
C -3.92 -4.20 -0.48  -1.642
C 3.78 3.58 -1.49  -0.691
C 5.59 -1.45 4.53  -0.225
C -1.25 -0.41 1.27  0.594
H -2.88 -0.13 -4.70  0.273
O 2.32 3.29 0.33  -0.098
H 2.97 -3.27 -3.96  0.412
H -2.91 -4.79 2.78  0.330
H -2.77 -2.60 3.25  0.484
H -1.21 4.76 -3.00  0.295
C 4.45 -0.66 4.62  -0.451
H 3.11 5.13 -0.18  0.485
H -2.06 -5.22 1.29  0.373
H -4.95 -3.24 2.68  0.359
H -1.74 0.54 3.98  0.320
H -0.96 -0.38 -6.34  0.350
H 5.09 1.36 -2.27  0.315
C -1.77 -1.96 -5.07  2.441
C 3.86 2.31 5.58  0.029
H 6.63 2.11 3.65  0.273
C 1.66 3.85 1.47  -0.873
C 4.78 -2.90 6.27  -0.455
C 1.01 -1.34 -1.90  0.887
H -6.83 -0.35 -1.18  0.516
C -6.30 2.31 -1.38  -1.874
C -2.43 -2.08 2.36  -0.420
C -3.62 2.62 -2.85  -0.532
H 2.90 1.85 5.73  0.250
C 4.28 0.75 1.47  -0.084
H -0.13 -0.13 3.77  0.035
S 2.04 -1.13 -0.55  -0.542
H 7.28 4.00 5.05  0.409
H -5.54 -2.65 1.12  0.172
H -5.40 0.01 -0.18  0.370
H -0.27 -1.97 -6.67  0.363
C -1.19 -0.38 3.80  -1.034
C 4.14 1.59 -2.77  -0.790
H 3.56 3.75 7.13  0.419
H 1.83 4.49 -1.26  0.235
C 4.72 1.83 4.59  0.125
C -0.74 -1.75 -3.97  0.064
H 2.88 -3.48 -2.20  0.336
H 3.63 0.67 -3.03  0.107
C -3.06 -1.20 -4.77  -2.175
H 1.37 3.02 2.12  0.101
H -2.47 -3.84 -4.25  0.232
H -1.17 -4.04 -5.43  0.373
C 3.64 -2.11 6.37  -0.921
H 2.87 -2.37 7.08  0.410
C -1.38 2.06 -2.21  0.610
C 4.24 3.39 6.37  -1.005
N -1.92 1.01 -1.58  0.676
S 0.30 2.30 -2.18  -0.316
H 6.37 -1.22 3.81  0.298
H 0.83 -2.93 -4.88  0.453
C 2.89 0.80 3.17  -0.572
C -3.70 -3.82 0.98  2.173
O 3.27 2.30 -1.88  0.034
H -3.78 -1.39 -5.57  0.646
Mg 2.55 1.31 -0.17  1.178
C 2.79 -2.76 -3.02  -1.612
H 2.34 4.51 2.00  0.381
H -4.40 -3.40 -1.04  0.110
C -3.04 -4.99 1.72  -1.759
N -1.09 -1.01 -2.96  -0.054
H -5.93 2.50 -0.37  0.391
H 6.08 0.48 2.44  0.376
C -2.07 -3.46 -5.18  -1.650
H -2.80 -3.63 -5.97  0.461
N -1.68 -0.94 0.13  0.853

The value obtained for the electronic energy is -3947.4672 Eh. The multiplicity is 1. The HOMO energy comes out at -0.3810 Ha. The charge is +1. The value obtained for the energy above the lowest of the compared OMol25 structures with the same formula, charge and spin is 0.364 eV. The HOMO-LUMO gap is 7.83 eV.